(1)
Density functional theory data (ωB97M-V with the def2-TZVPD basis set) for a molecular structure, C23H20NO5Pt.

Frontier orbital gap, eV: 7.788
HOMO energy, eV: -5.224
Net charge: -1
LUMO level, eV: 2.5646

CARTESIAN COORDINATES (ANGSTROEM)
Pt1 1.217 1.711 0.192
O1 -1.325 -0.299 -3.287
C1 -0.562 0.301 -2.518
O2 -0.784 1.270 -1.755
C2 0.888 -0.181 -2.477
C3 1.388 -1.100 -3.390
C4 2.741 -1.393 -3.374
C5 3.574 -0.750 -2.474
C6 3.006 0.143 -1.584
N1 1.690 0.385 -1.574
C7 3.830 0.981 -0.631
O3 5.034 0.817 -0.553
O4 3.174 1.889 0.016
H1 0.702 -1.543 -4.098
H2 3.151 -2.104 -4.081
H3 4.643 -0.907 -2.444
C8 -2.359 -4.828 -0.716
C9 -2.246 -3.365 -0.382
C10 -3.066 -2.429 -0.987
C11 -2.919 -1.069 -0.738
C12 -3.801 -0.101 -1.478
C13 -1.923 -0.646 0.158
C14 -1.714 0.803 0.311
O5 -0.847 1.309 1.028
C15 -1.110 -1.586 0.825
C16 -0.073 -1.214 1.848
C17 -1.291 -2.929 0.531
H4 -3.225 -5.024 -1.348
H5 -2.446 -5.435 0.187
H6 -1.470 -5.167 -1.252
H7 -3.815 -2.753 -1.701
H8 -4.532 -0.648 -2.072
H9 -3.195 0.499 -2.158
H10 -4.343 0.564 -0.802
H11 -2.445 1.451 -0.179
H12 -0.484 -0.573 2.628
H13 0.746 -0.644 1.403
H14 0.332 -2.118 2.304
H15 -0.662 -3.659 1.031
C18 1.344 4.271 4.245
C19 2.380 3.412 3.910
C20 2.352 2.694 2.720
C21 1.279 2.807 1.828
C22 0.249 3.687 2.182
C23 0.278 4.411 3.366
H16 1.365 4.823 5.178
H17 3.226 3.300 4.579
H18 3.187 2.056 2.464
H19 -0.596 3.801 1.514
H20 -0.540 5.082 3.606

Here are the Löwdin charges for atoms 1 to 6, given in e: Pt 1.124; O 0.003; C -0.631; O -0.071; C -0.150; C 0.002



(2)
Density functional theory data (ωB97M-V with the def2-TZVPD basis set) for a molecular structure, C5H12O3.

Frontier orbital gap, eV: 10.141
HOMO energy, eV: -9.296
LUMO level, eV: 0.8456
Energy above the lowest of the compared OMol25 structures with the same formula, charge and spin, kJ/mol: 339.4

CARTESIAN COORDINATES (ANGSTROEM)
C1 0.282 0.984 -0.008
C2 1.622 1.528 0.477
C3 0.264 0.822 -1.524
C4 0.315 -0.743 0.787
O1 0.474 -0.570 2.121
O2 0.875 -1.581 0.127
H1 1.159 -1.204 2.390
H2 -0.481 1.716 0.305
H3 1.620 1.701 1.554
H4 -0.744 0.610 -1.891
H5 2.432 0.833 0.242
H6 1.855 2.479 -0.012
H7 0.910 -0.005 -1.828
H8 0.596 1.735 -2.028
C5 -2.050 -1.729 -0.254
O3 -1.551 -0.809 0.720
H9 -1.025 0.147 0.331
H10 -2.551 -2.558 0.247
H11 -2.757 -1.202 -0.896
H12 -1.246 -2.152 -0.859

Here are the Löwdin charges for atoms 1 to 6, given in e: C -0.305; C -0.090; C -0.084; C -0.571; O 0.085; O 0.073



(3)
Density functional theory data (ωB97M-V with the def2-TZVPD basis set) for a molecular structure, C18H19BN9OPd.

Frontier orbital gap (spin up / spin down), eV: 6.685 / 5.041
HOMO energy (spin up / spin down), eV: -14.362 / -14.355
Net charge: +2
Spin multiplicity: 4
LUMO level (spin up / spin down), eV: -7.6762 / -9.3140
Energy above the lowest of the compared OMol25 structures with the same formula, charge and spin, kJ/mol: 77.1

CARTESIAN COORDINATES (ANGSTROEM)
Pd1 0.365 1.227 0.328
C1 -2.198 0.327 2.476
C2 -1.463 1.550 2.566
N1 -0.582 1.990 1.781
N2 -1.237 -0.383 0.423
C3 -2.100 -0.516 1.364
B1 -1.269 -0.731 -1.041
N3 -1.685 0.626 -1.674
C4 -2.566 0.974 -2.621
C5 -2.585 2.352 -2.706
C6 -1.666 2.790 -1.755
N4 -1.129 1.737 -1.150
N5 0.204 -0.944 -1.474
C7 0.815 -1.858 -2.239
C8 2.150 -1.506 -2.349
C9 2.281 -0.334 -1.609
N6 1.095 -0.008 -1.100
N7 -2.171 -1.882 -1.370
C10 -2.440 -2.477 -2.554
C11 -3.314 -3.519 -2.318
C12 -3.531 -3.490 -0.927
N8 -2.835 -2.520 -0.391
H1 -2.912 0.100 3.252
H2 -1.737 2.196 3.409
H3 -2.807 -1.359 1.244
H4 -3.111 0.241 -3.184
H5 -3.175 2.948 -3.369
H6 -1.396 3.795 -1.492
H7 0.294 -2.704 -2.641
H8 2.909 -2.020 -2.898
H9 3.148 0.276 -1.441
H10 -2.013 -2.138 -3.478
H11 -3.724 -4.207 -3.028
H12 -4.141 -4.134 -0.326
O1 2.238 2.869 0.269
C13 2.948 2.773 1.501
C14 2.925 1.357 2.023
C15 3.911 0.909 2.900
C16 3.885 -0.405 3.333
C17 2.871 -1.244 2.880
C18 1.909 -0.723 2.037
N9 1.941 0.549 1.626
H13 2.172 3.806 0.031
H14 2.492 3.432 2.255
H15 3.992 3.080 1.350
H16 4.681 1.589 3.231
H17 4.650 -0.775 3.999
H18 2.827 -2.278 3.182
H19 1.086 -1.335 1.676

Here are the Löwdin charges for atoms 1 to 6, given in e: Pd 1.202; C 0.062; C -0.160; N 0.095; N 0.203; C -0.091



(4)
Density functional theory data (ωB97M-V with the def2-TZVPD basis set) for a molecular structure, C31H40ClN2OP2RuS.

Frontier orbital gap (spin up / spin down), eV: 4.916 / 3.462
HOMO energy (spin up / spin down), eV: -15.977 / -15.969
Net charge: +3
Spin multiplicity: 5
LUMO level (spin up / spin down), eV: -11.0611 / -12.5065

CARTESIAN COORDINATES (ANGSTROEM)
Ru1 0.233 -0.853 -0.938
C1 3.823 -2.031 -0.822
P1 2.582 -0.716 -0.860
C2 2.918 0.255 0.641
N1 4.054 0.892 0.792
C3 4.217 1.557 1.963
C4 5.416 2.278 2.180
C5 5.578 2.950 3.352
C6 4.569 2.939 4.354
C7 3.407 2.253 4.176
C8 3.209 1.542 2.968
N2 2.058 0.847 2.794
C9 1.933 0.218 1.649
P2 0.421 -0.739 1.355
C10 -0.878 0.206 2.180
C11 0.479 -2.379 2.214
C12 1.464 -3.307 1.506
C13 -0.935 -2.977 2.148
C14 0.914 -2.172 3.668
C15 2.892 0.204 -2.433
C16 2.660 -0.809 -3.565
C17 1.832 1.303 -2.512
C18 4.291 0.813 -2.529
H1 4.787 -1.518 -0.831
H2 3.743 -2.688 -1.686
H3 3.747 -2.628 0.082
H4 6.176 2.274 1.412
H5 6.491 3.503 3.532
H6 4.736 3.483 5.275
H7 2.634 2.228 4.931
H8 -0.622 0.258 3.239
H9 -1.845 -0.276 2.058
H10 -0.916 1.220 1.790
H11 1.267 -3.406 0.435
H12 1.389 -4.303 1.943
H13 2.491 -2.970 1.651
H14 -1.317 -3.020 1.122
H15 -1.643 -2.429 2.769
H16 -0.902 -4.002 2.522
H17 1.910 -1.739 3.741
H18 0.938 -3.148 4.159
H19 0.223 -1.543 4.229
H20 1.724 -1.371 -3.448
H21 3.474 -1.527 -3.649
H22 2.597 -0.276 -4.515
H23 0.793 0.909 -2.481
H24 1.901 1.818 -3.473
H25 1.940 2.044 -1.721
H26 5.060 0.047 -2.620
H27 4.527 1.439 -1.672
H28 4.340 1.430 -3.430
O1 -1.941 -0.866 -1.060
S1 -2.923 -0.684 -2.202
C19 -3.609 0.944 -2.117
C20 -3.864 1.590 -3.327
C21 -4.414 2.859 -3.280
C22 -4.689 3.454 -2.049
C23 -4.415 2.794 -0.850
C24 -3.886 1.519 -0.869
C25 -4.436 -1.394 -1.620
C26 -5.492 -1.515 -2.586
C27 -6.685 -2.033 -2.191
C28 -6.848 -2.443 -0.842
C29 -5.785 -2.324 0.113
C30 -4.586 -1.807 -0.271
H29 -3.618 1.128 -4.276
H30 -4.613 3.393 -4.199
H31 -5.114 4.449 -2.024
H32 -4.623 3.278 0.095
H33 -3.657 0.996 0.051
H34 -5.327 -1.212 -3.613
H35 -7.501 -2.150 -2.892
H36 -7.793 -2.869 -0.527
H37 -5.950 -2.654 1.130
H38 -3.752 -1.724 0.412
Cl1 0.180 3.643 0.993
C31 -0.342 2.714 -0.304
H39 -0.225 1.639 -0.224
H40 -0.869 3.189 -1.117

Here are the Löwdin charges for atoms 1 to 6, given in e: Ru 1.103; C -0.159; P 0.939; C -0.401; N 0.178; C -0.168



(5)
Density functional theory data (ωB97M-V with the def2-TZVPD basis set) for a single C17H14N6O2S molecule.

Frontier orbital gap, eV: 7.933
HOMO energy, eV: -8.703
LUMO level, eV: -0.7702
Structure (SMILES): Cn1c(SCC(=O)Nc2ccccc2)nnc1-c1ccc2nonc2c1
Energy above the lowest of the compared OMol25 structures with the same formula, charge and spin, kJ/mol: 146.0

CARTESIAN COORDINATES (ANGSTROEM)
C1 -0.651 -1.829 -1.698
N1 -0.930 -1.519 -0.326
C2 -0.096 -1.132 0.696
N2 -0.807 -0.942 1.785
N3 -2.083 -1.186 1.520
C3 -2.165 -1.514 0.260
S1 -3.655 -1.697 -0.634
C4 -4.527 -0.257 0.081
C5 -3.581 0.925 0.290
O1 -3.629 1.597 1.287
N4 -2.713 1.110 -0.747
C6 -1.442 1.699 -0.704
C7 -0.923 2.275 0.450
C8 0.380 2.736 0.455
C9 1.174 2.636 -0.675
C10 0.650 2.081 -1.830
C11 -0.651 1.615 -1.848
H1 -1.061 1.182 -2.751
H2 1.256 2.006 -2.721
H3 2.193 2.991 -0.658
H4 0.780 3.176 1.356
H5 -1.535 2.343 1.334
H6 -2.898 0.577 -1.589
H7 -5.328 -0.014 -0.618
H8 -4.948 -0.539 1.045
C12 1.322 -0.841 0.628
C13 2.160 -1.343 -0.334
C14 3.497 -0.911 -0.306
N5 4.521 -1.182 -1.096
O2 5.549 -0.486 -0.617
N6 5.244 0.233 0.460
C15 3.968 0.007 0.704
C16 3.090 0.471 1.706
C17 1.803 0.044 1.647
H9 1.080 0.357 2.383
H10 3.448 1.135 2.475
H11 1.861 -2.058 -1.080
H12 -0.232 -2.833 -1.791
H13 -1.589 -1.799 -2.254
H14 0.047 -1.098 -2.107

Here are the Löwdin charges for atoms 1 to 6, given in e: C -0.039; N -0.030; C -0.254; N 0.091; N 0.056; C -0.637



(6)
Density functional theory data (ωB97M-V with the def2-TZVPD basis set) for a single C5H12N2O2 molecule.

Frontier orbital gap, eV: 9.590
HOMO energy, eV: -8.735
LUMO level, eV: 0.8556
Structure (SMILES): CN1O[C@](N)(O)C1(C)C
Energy above the lowest of the compared OMol25 structures with the same formula, charge and spin, kJ/mol: 286.1

CARTESIAN COORDINATES (ANGSTROEM)
C1 0.243 -1.532 1.798
C2 -0.076 1.780 0.443
C3 1.676 0.085 -0.161
C4 0.194 0.325 0.085
N1 -0.503 -0.579 1.020
H1 0.919 -2.159 1.207
H2 -0.477 -2.168 2.312
H3 0.815 -0.969 2.536
H4 0.173 2.427 -0.396
H5 -1.120 1.922 0.715
H6 2.251 0.293 0.740
H7 1.859 -0.937 -0.483
H8 2.014 0.749 -0.953
H9 0.538 2.066 1.295
C5 -0.750 -0.300 -1.029
N2 -1.849 0.464 -1.531
O1 -0.038 -0.809 -2.094
O2 -1.206 -1.276 -0.110
H10 -0.624 -1.378 -2.609
H11 -2.506 0.686 -0.796
H12 -1.533 1.310 -1.988

Here are the Löwdin charges for atoms 1 to 6, given in e: C -0.074; C -0.027; C -0.031; C -0.446; N -0.072; H 0.085



Table of total energy (Ha), in record order: -1438.83640; -423.32457; -1417.50864; -3024.88153; -1533.35727; -457.63994